Record 1
This record from the Open Molecules 2025 dataset describes a 2-piece molecular cluster, C7H8O overall at a distorted geometry. The level of theory is ωB97M-V/def2-TZVPD.

The geometry in XYZ format:
```
16
Properties=species:S:1:pos:R:3:forces:R:3
C -1.8156 0.9237 1.6496 2.4 0.1 -2.7
C -1.0732 0.9590 0.7042 -1.0 -1.5 0.1
C -0.3966 0.6662 -0.5135 1.5 0.9 0.7
O 0.7799 1.3915 -0.6193 0.0 0.3 -1.8
C -0.7985 -0.1305 -1.4955 -1.7 -0.7 0.8
C -1.9674 -1.1429 -1.3466 1.8 1.7 -0.3
H -2.4130 1.1411 2.4043 -2.3 0.6 3.1
H 1.3320 1.4949 0.1539 -0.4 -0.3 0.6
H -0.2375 -0.0937 -2.3959 0.6 -0.3 -0.6
H -1.5086 -2.1175 -1.4462 -0.4 -0.4 0.1
H -2.4854 -0.9586 -0.4440 0.1 -0.3 1.6
H -2.7879 -0.9914 -1.9960 -0.4 0.0 -1.6
C 3.8881 -0.2941 1.1114 1.4 -0.3 -0.4
C 2.7967 -0.2066 1.5649 -0.7 0.0 0.1
H 4.8814 -0.4704 0.7574 -0.2 0.2 0.0
H 1.8055 -0.1708 1.9113 -0.5 0.1 0.3
```
Forces are in eV/Å.

The calculation puts the LUMO energy at 0.0346 hartree. As for the total energy: -9430.6397 eV. Its HOMO energy is -8.73 eV. The energy above the lowest of the compared OMol25 structures with the same formula, charge and spin is 129.20 kcal/mol. The calculation puts the HOMO-LUMO gap at 9.67 eV. As for the net charge: 0.

Here are the Mulliken charges for atoms 1 to 8, given in e: C -0.2533; C -0.3788; C 0.5139; O -0.5414; C -0.4279; C -1.0694; H 0.5403; H 0.2981

Record 2
This record from the Open Molecules 2025 dataset describes C37H55FGaIN7O8P as an isolated structure. The level of theory is ωB97M-V/def2-TZVPD.

The geometry in XYZ format:
```
111
Properties=species:S:1:pos:R:3:forces:R:3
Ga -1.3126 1.9388 -1.8917 -0.1 0.2 -0.1
F 0.7981 -4.4996 0.1568 0.0 0.0 0.0
C 1.5077 -3.5320 -0.4779 -0.1 0.0 0.1
C 0.8561 -2.5938 -1.2284 -0.1 0.0 0.1
C 1.5802 -1.6359 -1.9261 0.3 -0.1 -0.1
C 0.8473 -0.6151 -2.6961 -0.1 -0.1 -0.2
O -0.3739 -0.6583 -2.7519 0.3 0.0 0.0
C 1.6747 0.3635 -3.3673 -0.2 0.2 0.1
C 3.0134 0.2288 -3.3453 0.0 -0.2 0.2
N 3.6948 -0.7343 -2.6261 0.0 0.2 0.0
C 5.1299 -0.7859 -2.6497 0.0 0.0 0.0
C 5.9187 0.4803 -2.7246 0.0 0.1 0.0
C 5.9125 -0.3141 -1.4527 0.1 0.0 0.1
C 2.9839 -1.6533 -1.8838 0.0 0.0 0.0
C 3.6222 -2.5726 -1.0428 0.0 -0.1 0.0
C 2.8898 -3.5044 -0.3241 0.1 0.1 0.0
N 3.5673 -4.3365 0.6085 0.0 -0.2 0.0
C 4.6422 -5.2120 0.1791 -0.1 0.1 0.2
C 5.7671 -5.1384 1.2595 -0.1 -0.1 -0.2
N 5.2176 -4.3068 2.3729 -0.2 -0.1 -0.2
C 3.9725 -4.9268 2.9252 -0.2 -0.1 0.0
C 2.9034 -4.8630 1.7870 0.1 0.1 0.0
C 1.1199 1.6665 -3.9611 0.4 0.1 0.0
O 1.5728 2.0269 -5.0408 -0.1 -0.1 0.1
O 0.3752 2.3090 -3.1539 -0.2 -0.2 -0.2
H -0.2265 -2.5679 -1.2781 0.1 0.0 0.0
H 3.6246 0.9301 -3.8947 0.0 0.0 0.0
H 5.5301 -1.6422 -3.1837 0.0 0.0 0.0
H 5.3860 1.4204 -2.7265 0.0 0.0 0.0
H 6.8053 0.4719 -3.3419 0.0 0.0 0.0
H 5.3473 0.0896 -0.6217 -0.1 0.0 -0.1
H 6.8102 -0.8513 -1.1720 0.0 0.0 -0.1
H 4.6962 -2.5304 -0.9136 0.0 0.0 0.0
H 5.0116 -4.8903 -0.7897 0.1 0.0 0.0
H 4.2932 -6.2461 0.0855 0.0 0.0 0.0
H 6.6685 -4.6560 0.8883 0.0 0.1 0.0
H 6.0239 -6.1186 1.6520 0.0 0.0 0.1
H 4.8614 -3.4664 1.8868 0.2 0.2 0.2
H 5.9051 -4.0771 3.0843 0.0 0.0 0.0
H 3.6682 -4.3627 3.8032 0.0 0.1 0.0
H 4.1992 -5.9474 3.2233 0.1 0.0 0.0
H 2.0858 -4.2104 2.0759 0.0 0.1 0.0
H 2.4922 -5.8614 1.6165 0.0 0.0 0.0
N -3.8340 5.7013 -1.4503 0.0 0.1 -0.2
C -4.3399 4.4790 -1.1666 0.0 -0.2 0.2
O -3.6575 3.5713 -0.7197 -0.3 0.0 0.2
C -5.8415 4.2583 -1.2303 0.0 0.0 0.0
I -7.0158 5.6061 -2.3915 0.0 0.0 0.0
H -2.8325 5.7003 -1.5808 0.0 0.0 0.0
H -4.3442 6.2593 -2.1180 0.0 0.0 0.0
H -6.2349 4.3150 -0.2188 0.0 0.0 0.0
H -6.0204 3.2677 -1.6356 0.1 0.0 0.0
C 1.9198 2.0818 4.3657 0.0 0.1 0.0
N 0.7828 2.2472 3.4890 -0.1 -0.2 -0.2
C -0.4711 2.4831 4.1817 0.1 0.0 0.0
P 0.6725 1.4280 1.9850 0.2 0.2 0.3
O -2.5443 -0.3265 1.0429 0.1 -0.1 0.0
N 2.0928 2.1160 1.2392 -0.2 0.0 -0.1
C 2.0366 3.5769 1.1235 0.0 -0.1 0.0
C 2.3456 1.5403 -0.0854 0.0 0.0 0.0
N 1.3431 -0.1348 2.2271 0.0 -0.2 0.0
C 2.7274 -0.4563 2.4618 -0.1 0.1 0.1
C 0.4196 -1.1672 2.6580 0.1 0.2 -0.1
H 2.0076 2.9412 5.0388 0.0 0.0 0.0
H 2.8327 2.0235 3.7733 0.0 0.0 0.0
H 1.8384 1.1791 4.9904 0.0 0.0 0.0
H -0.4321 3.4306 4.7293 0.0 0.0 0.0
H -0.7129 1.6897 4.9041 0.0 0.0 0.0
H -1.2765 2.5453 3.4498 0.0 0.0 0.0
H 1.7779 4.0177 2.0821 0.0 0.0 0.0
H 1.3033 3.9025 0.3738 0.0 0.0 0.0
H 3.0200 3.9431 0.8186 0.0 0.0 0.0
H 2.3399 0.4520 -0.0242 0.0 0.0 0.0
H 3.3306 1.8680 -0.4369 0.0 0.0 0.0
H 1.6000 1.8487 -0.8301 0.0 0.0 0.0
H 3.3530 0.4090 2.2440 0.0 0.0 0.0
H 3.0407 -1.2857 1.8059 0.0 -0.1 -0.1
H 2.9054 -0.7651 3.5041 0.0 0.0 0.0
H -0.5952 -0.9030 2.3617 -0.1 0.0 0.0
H 0.4468 -1.3115 3.7489 0.0 0.0 0.0
H 0.6701 -2.1288 2.1910 0.0 0.0 -0.1
O -2.6899 0.0521 -2.9998 -0.6 0.1 -0.1
C -3.9986 0.1157 -3.3518 -0.1 0.0 0.0
C -4.7763 -1.0407 -3.3886 0.0 0.0 0.0
C -6.1161 -0.9771 -3.7306 0.0 0.0 0.0
C -6.6932 0.2449 -4.0427 0.0 0.1 0.0
C -5.9129 1.3915 -4.0096 0.0 -0.1 0.0
C -4.5643 1.3581 -3.6689 0.1 0.0 0.1
C -3.8121 2.6864 -3.6121 -0.3 0.1 0.3
O -4.4908 3.7088 -3.7764 0.2 -0.2 -0.1
O -2.5685 2.6650 -3.3568 0.3 0.1 0.0
H -2.4102 -0.8451 -2.7901 0.1 0.0 0.0
H -4.3141 -1.9932 -3.1474 0.0 0.0 0.0
H -6.7076 -1.8846 -3.7525 0.0 0.0 0.0
H -7.7404 0.3067 -4.3110 0.0 0.0 0.0
H -6.3335 2.3591 -4.2492 0.0 0.0 0.0
C -5.9466 0.1967 1.1930 0.1 0.0 0.0
C -4.6287 0.5081 1.9105 0.0 0.0 0.1
C -4.6346 1.9660 2.3956 0.0 -0.1 -0.1
C -4.4030 -0.4357 3.0861 0.0 0.0 -0.1
C -3.5210 0.3620 0.8816 -0.1 -0.2 0.1
H -6.7839 0.3158 1.8838 0.0 0.0 0.0
H -5.9556 -0.8281 0.8138 0.0 0.0 0.0
H -6.0984 0.8732 0.3480 0.0 0.0 0.0
H -5.5789 2.1855 2.9004 0.0 0.0 0.0
H -4.5072 2.6498 1.5591 -0.1 0.1 -0.1
H -3.8177 2.1415 3.0979 0.0 0.0 0.0
H -5.1741 -0.2813 3.8444 0.0 0.0 0.0
H -3.4250 -0.2522 3.5346 0.0 0.0 0.0
H -4.4317 -1.4785 2.7625 0.0 0.0 0.0
H -3.6815 0.9122 -0.0636 0.1 0.1 0.0
```
Forces are in eV/Å.

The calculation puts the LUMO energy at -0.0601 hartree. As for the total energy: -138554.1111 eV. Its HOMO energy is -5.85 eV. The energy above the lowest of the compared OMol25 structures with the same formula, charge and spin is 57.90 kcal/mol. The calculation puts the HOMO-LUMO gap at 4.22 eV. As for the net charge: 0.

Here are the Mulliken charges for atoms 1 to 8, given in e: Ga 0.5183; F -0.4483; C 0.2689; C -0.4074; C 0.6417; C 0.8436; O -0.6262; C 0.0608

Record 3
This record from the Open Molecules 2025 dataset describes a 4-piece molecular cluster, C5H11NO overall at a distorted geometry. The level of theory is ωB97M-V/def2-TZVPD.

The geometry in XYZ format:
```
18
Properties=species:S:1:pos:R:3:forces:R:3
C -1.8781 0.0111 -1.4698 0.2 0.4 0.1
C -0.9156 -0.1401 -0.3243 0.6 -0.9 -0.2
C 0.3505 0.3612 0.0989 -0.7 -0.2 0.4
C 0.5169 1.7149 0.8578 -0.1 0.0 -0.2
N 1.0410 -0.7284 0.7641 -0.6 -0.3 0.7
C 2.0164 -1.2513 0.0503 -0.5 0.0 0.5
O 2.3416 -0.8246 -1.1201 -1.7 1.1 0.4
H -1.7637 0.9333 -2.0352 -0.4 0.1 0.1
H -1.5944 -0.8282 -2.1339 0.0 0.4 0.1
H -2.9172 -0.2421 -1.1934 0.5 0.5 0.1
H -1.7118 -0.5061 2.0263 1.4 -0.7 -0.6
H -0.9982 -1.1670 -0.0481 0.2 -0.7 0.2
H 1.2590 0.0533 -1.1927 1.0 -1.2 1.2
H 0.9171 2.5945 0.3432 0.1 -0.5 -0.4
H -0.4500 2.0364 1.2537 0.0 -0.3 -0.1
H 1.1569 1.5320 1.7335 -0.1 -0.1 -0.4
H 0.0614 -1.4609 1.8873 0.2 2.1 -1.6
H 2.5682 -2.0881 0.5022 -0.2 0.2 -0.4
```
Forces are in eV/Å.

The calculation puts the LUMO energy (alpha / beta) at -0.0146 / -0.0145 hartree. As for the total energy: -8892.5073 eV. Its HOMO energy (alpha / beta) is -7.94 / -7.95 eV. The energy above the lowest of the compared OMol25 structures with the same formula, charge and spin is 211.93 kcal/mol. The calculation puts the HOMO-LUMO gap (alpha / beta) at 7.54 / 7.55 eV. As for the net charge: 0.

Here are the Mulliken charges for atoms 1 to 8, given in e: C -1.1202; C -0.6659; C 0.9324; C -1.3471; N -0.5951; C 0.0591; O -0.5722; H 0.3303

Record 4
This record from the Open Molecules 2025 dataset describes one molecule with the formula C29H33N3O5 at a distorted geometry. The level of theory is ωB97M-V/def2-TZVPD.

The geometry in XYZ format:
```
70
Properties=species:S:1:pos:R:3:forces:R:3
C -5.3587 0.1139 2.3138 -0.3 0.1 -0.1
O -4.0802 -0.3184 2.7123 0.4 0.0 0.1
C -3.0639 0.5802 2.7367 0.2 0.1 0.0
C -1.8190 0.0789 3.1293 -0.2 -0.1 0.0
C -0.7079 0.8910 3.1524 -0.2 0.0 0.1
C -0.8113 2.2327 2.7874 -0.4 0.1 0.1
C 0.3628 3.1409 2.7172 0.0 0.0 0.0
O 0.3629 4.2953 3.0946 -0.1 0.0 0.0
N 1.4819 2.6081 2.1261 0.9 0.7 0.0
N 1.4743 1.3879 1.5822 0.0 -0.6 -0.4
C 2.4675 0.9144 0.9454 0.1 0.8 0.3
C 2.3758 -0.4262 0.4118 0.0 -0.7 -0.3
C 3.3997 -1.0007 -0.3325 -0.3 0.3 0.3
C 3.2795 -2.2946 -0.8039 0.0 -0.4 -0.2
C 2.1216 -3.0320 -0.5736 0.0 0.3 0.2
O 1.9368 -4.3145 -1.0008 -0.3 0.2 0.2
C 2.9809 -4.9606 -1.6855 0.2 -0.1 -0.1
C 1.0602 -2.4518 0.1440 0.2 -0.3 0.0
C -0.2580 -3.1702 0.3370 0.0 -0.1 0.0
N -1.3302 -2.7974 -0.5727 -0.1 -0.1 0.1
C -1.2073 -3.2974 -1.9237 0.0 -0.1 -0.2
C -0.2158 -2.5330 -2.8178 0.0 -0.1 0.1
C -0.0686 -1.0885 -2.4278 0.0 0.1 0.0
C 0.8389 -0.2931 -3.1085 -0.1 0.3 0.2
C 1.0329 1.0479 -2.8087 0.0 -0.1 0.0
O 1.9868 1.6555 -3.5777 -0.3 -0.2 0.0
C 2.4131 2.9703 -3.3086 0.2 0.4 0.0
C 0.2544 1.6269 -1.7913 0.0 0.2 0.0
O 0.3996 2.9736 -1.5398 0.2 -0.4 -0.2
C -0.5748 3.6129 -0.7552 -0.1 0.1 0.1
C -0.6209 0.8167 -1.0840 0.0 0.0 -0.1
C -0.7799 -0.5318 -1.3747 0.0 0.1 -0.1
C -1.7024 -1.3910 -0.5403 -0.3 0.0 -0.1
C -3.1596 -1.2035 -0.9868 0.2 0.0 0.2
C 1.2236 -1.1805 0.6476 0.4 -0.1 -0.1
C -2.0609 2.7436 2.4557 0.4 0.0 0.1
C -3.1784 1.9295 2.4150 -0.4 -0.2 0.0
H -5.3504 0.5019 1.2903 0.0 0.0 0.0
H -5.9942 -0.7689 2.3573 0.0 0.1 0.0
H -5.7547 0.8777 2.9906 0.0 0.0 0.0
H -1.7557 -0.9609 3.4102 0.0 -0.1 0.1
H 0.2415 0.4881 3.4660 0.0 -0.1 0.0
H 2.2922 3.2267 2.0270 -0.3 -0.2 0.1
H 3.3952 1.4772 0.7868 -0.1 0.0 0.0
H 4.3008 -0.4419 -0.5399 0.1 0.1 0.0
H 4.0985 -2.7206 -1.3621 0.1 -0.1 -0.1
H 3.8835 -5.0316 -1.0704 0.0 0.0 0.0
H 2.6139 -5.9632 -1.9014 0.1 0.1 0.0
H 3.2217 -4.4558 -2.6271 0.0 0.0 0.0
H -0.6206 -2.9674 1.3502 0.1 0.0 0.0
H -0.1057 -4.2459 0.2310 0.0 0.1 0.1
H -2.2052 -3.2533 -2.3686 0.1 -0.1 -0.1
H -0.9175 -4.3490 -1.8700 -0.1 0.0 0.0
H -0.5476 -2.5919 -3.8582 0.0 0.0 0.0
H 0.7677 -3.0024 -2.7741 0.0 0.0 -0.1
H 1.4308 -0.7081 -3.9103 0.1 -0.1 -0.1
H 1.6306 3.7034 -3.5156 0.1 0.0 0.0
H 2.7448 3.0837 -2.2743 0.0 0.0 -0.1
H 3.2545 3.1395 -3.9815 0.0 0.0 0.1
H -0.3503 4.6771 -0.8205 -0.1 0.0 0.1
H -0.5259 3.3008 0.2906 0.0 0.0 -0.1
H -1.5829 3.4276 -1.1402 0.0 0.0 0.0
H -1.1865 1.2310 -0.2636 -0.1 0.1 0.2
H -1.6474 -1.0679 0.5050 0.1 0.0 0.0
H -3.2673 -1.3450 -2.0585 0.0 0.0 -0.1
H -3.4798 -0.1927 -0.7462 -0.1 0.2 0.0
H -3.7965 -1.9131 -0.4654 -0.1 -0.1 0.1
H 0.4459 -0.7315 1.2422 -0.2 0.0 0.1
H -2.1503 3.7919 2.2107 0.0 0.1 0.0
H -4.1279 2.3567 2.1333 -0.1 0.0 0.0
```
Forces are in eV/Å.

The calculation puts the LUMO energy at 0.0216 hartree. As for the total energy: -45314.7064 eV. Its HOMO energy is -7.57 eV. The energy above the lowest of the compared OMol25 structures with the same formula, charge and spin is 103.60 kcal/mol. The calculation puts the HOMO-LUMO gap at 8.15 eV. As for the net charge: 0.

Here are the Mulliken charges for atoms 1 to 8, given in e: C -0.9113; O -0.4608; C 0.7816; C -0.1107; C 0.1478; C 0.0724; C -0.1361; O -0.6638

Record 5
This record from the Open Molecules 2025 dataset describes a 3-piece molecular cluster, C3H9N2O2 overall at a distorted geometry. The level of theory is ωB97M-V/def2-TZVPD.

The geometry in XYZ format:
```
16
Properties=species:S:1:pos:R:3:forces:R:3
C 0.7355 0.6748 -0.8599 -0.1 -0.7 0.4
C 0.3820 1.3791 0.2293 -0.1 -0.3 -0.2
N 0.2953 0.4991 1.3078 -0.1 0.2 -0.1
C 0.7008 -0.7770 0.8877 0.3 -0.5 -0.4
N 0.8963 -0.6674 -0.5003 -0.1 1.3 -0.3
H 0.7927 0.9361 -1.8957 0.1 0.4 -0.1
H 0.0424 2.3909 0.2940 0.0 0.2 0.1
H 0.1905 0.7884 2.2586 0.1 -0.1 0.0
H 0.8303 -1.6789 1.4425 -0.1 0.1 0.3
H 1.1853 -1.3410 -1.1807 0.0 -0.5 0.4
H 0.0170 -3.8299 -1.4199 -0.2 0.2 -0.6
H 0.1553 -3.2546 -2.9115 -0.4 -0.4 0.1
O 0.5136 -3.2626 -2.0239 0.6 0.2 0.4
H -2.7450 3.0431 1.9398 -0.1 -0.1 -0.2
H -3.2832 2.5359 0.5826 0.4 0.0 0.4
O -2.5403 2.4551 1.2033 -0.3 0.1 -0.2
```
Forces are in eV/Å.

As for the spin multiplicity: 2. The expectation value of S² is 0.755. The calculation puts the LUMO energy (alpha / beta) at 0.0302 / 0.0295 hartree. As for the total energy: -10329.5294 eV. Its HOMO energy (alpha / beta) is -3.68 / -7.73 eV. The energy above the lowest of the compared OMol25 structures with the same formula, charge and spin is 21.98 kcal/mol. The calculation puts the HOMO-LUMO gap (alpha / beta) at 4.50 / 8.53 eV. As for the net charge: 0.

Here are the Mulliken charges for atoms 1 to 8, given in e: C -0.4076; C -0.4242; N -0.0530; C -0.6774; N -0.0121; H 0.3826; H 0.3925; H 0.1754

Record 6
This record from the Open Molecules 2025 dataset describes one molecule with the formula C5H7N. The level of theory is ωB97M-V/def2-TZVPD.

The geometry in XYZ format:
```
13
Properties=species:S:1:pos:R:3:forces:R:3
H -0.6040 -2.0818 -1.0943 -0.1 -0.5 0.5
N -1.0728 -1.4776 -0.4163 0.2 -0.1 -0.3
C -0.2170 -0.8042 0.2391 -0.1 -0.1 0.0
C 1.2234 -1.0171 0.1582 0.4 0.0 -0.1
C 2.4172 -1.1754 0.0867 -0.5 -0.1 0.1
C -0.6656 0.4941 0.8573 -0.1 0.2 -0.4
C -0.7252 1.3905 -0.4300 0.0 0.3 0.1
H 3.4678 -1.3735 0.0447 -0.2 0.1 0.0
H -1.6742 0.4275 1.2697 0.2 -0.3 0.0
H 0.0227 0.8382 1.6338 -0.1 0.1 -0.3
H -0.3840 0.7821 -1.2674 0.1 0.4 -0.1
H -0.1234 2.2986 -0.4037 0.0 0.0 0.2
H -1.7534 1.6714 -0.6792 0.1 -0.1 0.2
```
Forces are in eV/Å.

The calculation puts the LUMO energy at 0.0258 hartree. As for the total energy: -6785.8623 eV. Its HOMO energy is -10.11 eV. The energy above the lowest of the compared OMol25 structures with the same formula, charge and spin is 61.12 kcal/mol. The calculation puts the HOMO-LUMO gap at 10.81 eV. As for the net charge: 0.

Here are the Mulliken charges for atoms 1 to 8, given in e: H 0.2664; N -0.5755; C -0.1197; C -0.4995; C 0.3522; C -0.3584; C -0.9731; H 0.4230